# C24H29NO6S

An isolated molecule of C24H29NO6S (wB97M-V/def2-TZVPD, the OMol25 dataset).

```
61
Properties=species:S:1:pos:R:3
S -2.365 -2.094 -0.370
O -1.905 -2.999 -1.381
O 0.385 -2.563 -2.932
O 1.210 2.582 1.160
O -3.621 -2.384 0.255
O -1.171 -2.122 0.712
O -0.284 0.960 0.793
N 1.644 -0.985 0.853
C 0.175 3.539 0.975
C 3.198 -0.195 -0.728
C 2.014 0.351 1.280
C 2.283 0.418 -1.792
C 2.627 -1.477 -0.103
C 0.077 -0.940 3.905
C -1.918 -0.196 -2.286
C 2.012 -2.439 -1.115
C -2.890 1.879 -0.728
C 3.282 0.724 0.492
C 0.048 -1.465 2.623
C -1.919 1.098 -2.773
C -1.085 -0.554 4.551
C 1.777 -0.617 -2.786
C 1.023 -1.701 -2.019
C 0.846 1.298 1.035
C -1.188 -1.594 1.979
C -2.302 -0.716 3.916
C -2.888 0.587 -0.229
C -2.396 2.151 -1.997
C 1.308 -1.895 1.924
C -2.357 -1.241 2.635
C -2.387 -0.434 -1.008
C -2.390 3.547 -2.542
H 1.140 -2.880 1.482
H 2.130 -1.978 2.662
H 2.602 -1.071 -3.335
H 1.028 -0.840 4.410
H 2.801 -2.882 -1.725
H -0.579 3.433 1.757
H 1.417 0.866 -1.301
H -3.133 3.639 -3.335
H -0.351 -2.998 -2.472
H -3.305 -1.410 2.150
H 3.447 -2.002 0.428
H 4.166 0.489 1.087
H -3.265 0.377 0.757
H -0.304 3.394 0.004
H -3.218 -0.441 4.416
H -1.561 -1.018 -2.885
H -1.420 3.788 -2.972
H 4.181 -0.391 -1.162
H -1.545 1.296 -3.767
H 3.307 1.779 0.231
H -2.625 4.273 -1.768
H -3.275 2.684 -0.119
H 0.651 4.515 1.031
H 2.826 1.212 -2.311
H 0.281 -1.218 -1.366
H 2.205 0.399 2.364
H -1.039 -0.143 5.548
H 1.106 -0.150 -3.508
H 1.490 -3.246 -0.599
```

E = -49969.5553 eV
Lowest unoccupied orbital energy = 0.6 eV
ΔE to the lowest compared entry with this formula, charge and spin = 0.036 eV
F_max = 1.28 eV/Å
Frontier orbital gap = 9.2 eV